{
  "formula": "C2H3NO3",
  "method": "the ωB97M-V functional and the def2-TZVPD basis",
  "species": ["C", "C", "O", "N", "O", "O", "H", "H", "H"],
  "xyz": [[0.931, 0.823, -1.181], [-0.354, 0.132, -0.142], [-1.655, 0.108, -0.346], [0.123, -0.790, 0.858], [1.274, -0.919, 1.100], [-0.839, -1.200, 1.565], [0.557, 1.725, -1.735], [1.824, 0.739, -0.465], [-1.862, -0.618, 0.346]],
  "mulliken_charge": [-0.6119, 0.2493, -0.4017, 0.9686, -0.5652, -0.6761, 0.3030, 0.2928, 0.4412],
  "charge": 0,
  "fmax_ev_per_a": 7.0,
  "e_above_lowest_kcal_mol": 180.7,
  "smiles": "C=C(O)[N+](=O)[O-]",
  "energy_ev": -9748.2532,
  "gap_ev": [7.6, 8.7]
}

***

{
  "formula": "C34H65F9N2O18PS8",
  "method": "the ωB97M-V functional and the def2-TZVPD basis",
  "species": ["N", "P", "N", "O", "C", "C", "S", "O", "O", "C", "F", "F", "C", "F", "F", "C", "F", "F", "C", "F", "F", "F", "O", "H", "H", "H", "H", "H", "H", "H", "H", "H", "C", "C", "C", "S", "O", "O", "C", "H", "H", "H", "H", "H", "H", "H", "H", "C", "C", "C", "S", "O", "O", "C", "H", "H", "H", "H", "H", "H", "H", "H", "C", "C", "C", "S", "O", "O", "C", "H", "H", "H", "H", "H", "H", "H", "H", "C", "C", "C", "S", "O", "O", "C", "H", "H", "H", "H", "H", "H", "H", "H", "C", "C", "C", "S", "O", "O", "C", "H", "H", "H", "H", "H", "H", "H", "H", "C", "C", "C", "S", "O", "O", "C", "H", "H", "H", "H", "H", "H", "H", "H", "C", "C", "C", "S", "O", "O", "C", "H", "H", "H", "H", "H", "H", "H", "H"],
  "xyz": [[4.182, -1.108, 1.143], [3.392, 0.506, 0.893], [3.871, 0.821, 2.591], [3.090, 0.075, -0.803], [1.639, 0.443, -0.917], [1.336, 1.878, -0.186], [-0.181, 2.034, 0.944], [0.397, 2.529, 2.327], [-1.133, 3.118, 0.304], [-1.200, 0.468, 1.072], [-1.448, 0.010, -0.343], [-0.350, -0.548, 1.799], [-2.577, 0.606, 1.961], [-2.484, 1.873, 2.780], [-2.630, -0.497, 2.992], [-3.954, 0.744, 1.083], [-5.035, 1.127, 2.067], [-3.907, 1.898, 0.112], [-4.469, -0.636, 0.366], [-3.582, -1.809, 0.540], [-4.629, -0.331, -1.103], [-5.851, -0.987, 0.868], [2.479, 1.997, 0.780], [3.548, -1.587, 1.849], [4.065, -1.700, 0.276], [2.240, -0.169, 1.448], [4.616, 1.199, 0.534], [4.482, 0.053, 2.954], [4.340, 1.746, 2.711], [1.428, 0.612, -2.071], [1.150, -0.519, -0.407], [1.583, 2.804, -0.898], [-5.256, 4.947, -1.652], [-3.782, 4.653, -1.928], [-3.516, 4.984, -3.396], [-4.690, 6.253, -3.843], [-5.601, 5.711, -4.830], [-3.987, 7.505, -4.042], [-5.528, 6.309, -2.272], [-5.477, 4.941, -0.581], [-5.881, 4.184, -2.132], [-3.157, 5.288, -1.288], [-3.528, 3.612, -1.706], [-2.500, 5.359, -3.547], [-3.692, 4.117, -4.040], [-6.591, 6.508, -2.421], [-5.074, 7.109, -1.679], [3.442, 0.477, 8.327], [2.293, 1.313, 7.764], [2.214, 1.033, 6.265], [2.849, -0.621, 6.031], [4.076, -0.539, 5.267], [1.760, -1.502, 5.658], [3.266, -0.915, 7.739], [3.430, 0.455, 9.421], [4.400, 0.902, 8.007], [1.354, 1.014, 8.246], [2.436, 2.380, 7.960], [1.185, 1.081, 5.900], [2.845, 1.721, 5.695], [4.168, -1.526, 7.804], [2.423, -1.436, 8.204], [-1.137, -4.817, 0.466], [-0.161, -5.990, 0.391], [1.253, -5.411, 0.391], [1.158, -3.859, 1.271], [1.444, -2.785, 0.343], [1.842, -3.989, 2.542], [-0.601, -3.904, 1.559], [-2.156, -5.150, 0.685], [-1.152, -4.286, -0.493], [-0.296, -6.634, 1.269], [-0.335, -6.605, -0.497], [1.959, -6.073, 0.898], [1.601, -5.203, -0.625], [-1.012, -2.894, 1.515], [-0.767, -4.336, 2.550], [-0.398, -8.872, -4.288], [-1.092, -8.082, -5.397], [-1.824, -6.914, -4.739], [-0.916, -6.531, -3.249], [-1.758, -6.823, -2.108], [-0.248, -5.255, -3.413], [0.288, -7.835, -3.411], [0.319, -9.594, -4.691], [-1.144, -9.424, -3.704], [-0.340, -7.699, -6.097], [-1.783, -8.710, -5.969], [-1.845, -6.035, -5.388], [-2.843, -7.190, -4.453], [0.559, -8.217, -2.425], [1.168, -7.417, -3.909], [-3.872, 0.289, -7.476], [-3.820, -0.806, -6.412], [-2.852, -0.343, -5.324], [-2.895, 1.443, -5.345], [-1.597, 1.930, -5.763], [-3.552, 1.919, -4.144], [-4.024, 1.597, -6.715], [-4.696, 0.134, -8.178], [-2.936, 0.294, -8.048], [-4.819, -0.944, -5.982], [-3.508, -1.767, -6.834], [-3.155, -0.702, -4.337], [-1.828, -0.660, -5.538], [-3.769, 2.474, -7.313], [-5.034, 1.700, -6.307], [0.157, 7.406, 7.682], [0.783, 7.119, 9.046], [1.281, 5.675, 9.027], [1.660, 5.299, 7.322], [0.743, 4.278, 6.861], [3.096, 5.178, 7.169], [1.142, 6.868, 6.655], [-0.030, 8.474, 7.538], [-0.801, 6.879, 7.597], [1.629, 7.799, 9.209], [0.071, 7.281, 9.861], [2.181, 5.552, 9.635], [0.507, 4.980, 9.363], [0.698, 6.725, 5.668], [2.025, 7.509, 6.582], [4.321, -1.823, -5.875], [5.625, -1.991, -5.096], [5.748, -0.802, -4.145], [4.079, -0.280, -3.780], [3.880, 1.045, -4.331], [3.770, -0.601, -2.401], [3.267, -1.460, -4.840], [4.053, -2.733, -6.419], [4.428, -1.011, -6.604], [5.588, -2.923, -4.519], [6.490, -2.053, -5.764], [6.253, -1.080, -3.217], [6.270, 0.036, -4.617], [2.371, -1.015, -5.277], [2.998, -2.328, -4.230]],
  "mulliken_charge": [-1.0505, 0.6572, -0.0745, 0.4679, 0.1499, -0.2538, 1.0404, -0.5146, -0.5599, 0.3027, -0.2514, -0.1902, 0.4926, -0.2498, -0.2745, 0.3862, -0.3128, -0.1554, 0.6992, -0.1795, -0.2276, -0.2557, -0.4361, 0.2407, 0.2171, -0.7157, -0.3972, 0.2092, 0.1578, 0.1546, -0.1491, 0.1983, -0.5720, -0.3359, 0.0386, 1.1397, -0.6630, -0.7045, -0.7681, 0.3660, 0.2899, 0.2551, 0.0829, 0.4776, -0.3340, 0.4147, 0.3567, -0.7031, -0.0883, -0.5194, 1.2434, -0.6590, -0.7086, -0.8013, 0.3760, 0.3057, 0.2991, -0.1638, 0.3127, 0.3211, 0.3997, 0.2996, -0.5276, -0.4110, -0.8277, 1.2038, -0.3627, -0.7902, -0.1316, 0.5022, 0.2113, 0.3634, -0.0004, 0.3838, 0.3376, -0.3644, 0.3777, -0.5992, -0.5791, -0.7264, 1.2737, -0.6986, -0.6560, -0.7003, 0.3609, 0.2954, 0.2954, 0.3134, 0.3104, 0.3458, 0.3709, 0.4112, -0.6003, -0.6646, -0.4569, 1.1867, -0.7104, -0.6026, -0.7350, 0.3397, 0.2905, 0.3112, 0.3220, 0.2182, 0.3128, 0.4242, 0.3333, -0.5317, -0.6383, -0.6286, 1.1858, -0.6068, -0.7024, -0.7517, 0.3435, 0.2802, 0.2823, 0.3078, 0.3695, 0.3720, 0.4057, 0.3333, -0.6030, -0.5612, -0.7401, 1.0995, -0.7647, -0.4212, -0.6548, 0.3326, 0.2954, 0.2810, 0.3209, 0.3067, 0.3747, 0.3680, 0.3120],
  "charge": -1,
  "fmax_ev_per_a": 9.1,
  "e_above_lowest_kcal_mol": 192.7,
  "energy_ev": -196562.6598,
  "gap_ev": 4.8
}

***

{
  "formula": "C18H33CoNO3P2",
  "method": "the ωB97M-V functional and the def2-TZVPD basis",
  "species": ["C", "C", "H", "H", "C", "C", "H", "H", "C", "H", "H", "H", "C", "H", "H", "H", "Co", "O", "C", "O", "C", "O", "N", "C", "C", "H", "H", "H", "H", "C", "C", "H", "H", "H", "C", "P", "C", "C", "C", "P", "C", "C", "H", "H", "H", "H", "H", "H", "H", "H", "H", "H", "H", "H", "H", "H", "H", "H"],
  "xyz": [[-0.720, -2.397, -5.753], [-1.327, -1.352, -6.447], [-1.372, -3.222, -5.338], [0.334, -2.747, -5.945], [-1.687, 0.022, -6.152], [-1.682, 0.881, -5.019], [-1.877, 0.329, -3.894], [-0.769, 1.683, -4.903], [-1.741, -1.811, -7.841], [-1.456, -2.872, -7.913], [-1.195, -1.250, -8.629], [-2.844, -1.752, -7.957], [-2.293, 0.818, -7.332], [-3.297, 0.389, -7.475], [-1.608, 0.807, -8.198], [-2.378, 1.829, -6.915], [0.920, 0.086, 0.314], [0.309, -0.058, -1.392], [1.055, 0.036, -2.447], [1.897, 1.719, -0.350], [2.091, 2.038, -1.540], [2.838, 3.062, -1.949], [1.654, 1.305, -2.650], [3.004, 3.033, -3.421], [2.182, 1.874, -3.929], [4.066, 2.865, -3.636], [2.659, 3.973, -3.822], [2.773, 1.143, -4.476], [1.354, 2.202, -4.576], [1.099, -1.011, -3.519], [-0.050, -1.903, -3.380], [1.151, -0.468, -4.731], [-1.219, -1.724, -3.237], [0.344, -3.022, -3.362], [1.326, -3.158, -0.530], [0.956, -2.075, 0.856], [2.024, -2.630, 2.218], [-0.779, -2.327, 1.437], [-1.247, -1.153, 2.321], [-0.173, 0.340, 2.178], [-1.216, 1.809, 2.142], [0.920, 0.448, 3.614], [0.793, -4.109, -0.397], [1.042, -2.696, -1.486], [2.410, -3.349, -0.535], [1.498, -2.590, 3.178], [2.346, -3.663, 2.024], [2.910, -1.982, 2.248], [-1.419, -2.428, 0.544], [-0.821, -3.283, 1.978], [-2.250, -0.817, 2.020], [-1.303, -1.439, 3.381], [-1.186, 2.316, 3.117], [-0.834, 2.489, 1.367], [-2.248, 1.528, 1.900], [0.341, 0.815, 4.472], [1.384, -0.516, 3.859], [1.717, 1.171, 3.378]],
  "mulliken_charge": [-0.8914, 0.9749, 0.3997, 0.4195, 1.0984, -0.8021, 0.1434, 0.2393, -1.8366, 0.4566, 0.3320, 0.3646, -1.5741, 0.3451, 0.3548, 0.4509, 0.2466, -0.9832, 0.7627, -0.6838, 0.4360, -0.3684, 0.4529, -0.4639, -0.3634, 0.2914, 0.3403, 0.4482, 0.0662, -0.3442, -0.7979, 0.1993, 0.2752, 0.4198, -0.5983, 1.0221, -1.3258, -0.8137, -0.9304, 0.8541, -1.1972, -1.1758, 0.4846, -0.3408, 0.4361, 0.4034, 0.4388, 0.3928, 0.4269, 0.4829, 0.3641, 0.4051, 0.4120, 0.3600, 0.4019, 0.4241, 0.2696, 0.3948],
  "charge": 2,
  "fmax_ev_per_a": 6.2,
  "e_above_lowest_kcal_mol": 0.0,
  "s_squared": 3.8804,
  "spin_multiplicity": 4,
  "energy_ev": -83015.2228,
  "gap_ev": [6.6, 6.0]
}